Entry 1:
Entry from OMol25: C2H4N2 as an isolated structure (the ωB97M-V functional and the def2-TZVPD basis).

Geometry (Å):
N  -1.043  -0.268  0.119
N  -0.352  0.922  -0.054
C  0.177  -0.992  0.041
C  0.852  0.177  0.140
H  -1.828  -0.619  -0.375
H  2.361  1.081  -0.207
H  0.261  -2.060  -0.187
H  -0.428  1.759  0.524

The calculation puts the gap between HOMO and LUMO (alpha / beta) at 6.38 / 7.68 eV. As for the net charge: 0. Its largest force on an atom is 0.11659 Eh/bohr. Its total energy is -187.78468 hartree. As for the spin multiplicity: 3. As for the expectation value of S²: 2.02.

Entry 2:
Entry from OMol25: a 2-piece molecular cluster, C2H4N2 overall (the ωB97M-V functional and the def2-TZVPD basis).

Geometry (Å):
N  2.549  0.121  -0.330
N  -1.694  0.379  0.322
C  -2.490  0.018  -0.413
C  1.872  -0.306  0.434
H  2.964  0.381  -1.192
H  -1.338  0.905  1.085
H  -3.275  -0.531  -0.978
H  1.412  -0.967  1.072

The calculation puts the gap between HOMO and LUMO at 15.55 eV. As for the net charge: +2. Its largest force on an atom is 0.04820 Eh/bohr. Its total energy is -187.28719 hartree. As for the spin multiplicity: 1.

Entry 3:
Entry from OMol25: a 2-piece molecular cluster, C2H4N2O overall (the ωB97M-V functional and the def2-TZVPD basis).

Geometry (Å):
O  -0.174  0.652  0.489
N  3.467  -0.542  0.076
N  2.406  -0.455  -0.262
C  0.658  0.747  -0.433
C  -1.481  -0.105  0.365
H  0.435  0.357  -1.508
H  -1.866  -0.420  -0.542
H  -1.340  -0.936  1.012
H  -2.106  0.703  0.804

The calculation puts the gap between HOMO and LUMO at 8.48 eV. As for the net charge: 0. Its largest force on an atom is 0.08006 Eh/bohr. Its total energy is -263.22625 hartree. As for the spin multiplicity: 1.

Entry 4:
Entry from OMol25: C2H4N2O as an isolated structure (the ωB97M-V functional and the def2-TZVPD basis).

Geometry (Å):
O  1.152  0.068  -1.752
N  0.525  -1.618  0.108
N  -0.578  1.751  0.726
C  0.430  0.134  -0.814
C  -0.623  0.829  -0.128
H  0.334  -1.496  1.091
H  -1.359  2.099  1.233
H  1.525  -1.830  0.036
H  -1.405  0.064  -0.502

The calculation puts the gap between HOMO and LUMO (alpha / beta) at 9.05 / 9.06 eV. As for the net charge: 0. Its largest force on an atom is 0.12089 Eh/bohr. Its total energy is -263.24055 hartree. As for the spin multiplicity: 1.

Entry 5:
Entry from OMol25: a 2-piece molecular cluster, C2H4N2O overall (the ωB97M-V functional and the def2-TZVPD basis).

Geometry (Å):
O  -0.351  0.900  0.235
N  3.630  1.052  0.189
N  1.898  -1.994  -0.006
C  2.856  0.225  -0.042
C  1.824  -0.786  -0.486
H  -1.230  0.961  0.712
H  1.169  -0.387  -1.277
H  1.245  -2.623  -0.368
H  0.234  1.385  0.786

The calculation puts the gap between HOMO and LUMO at 11.24 eV. As for the net charge: 0. Its largest force on an atom is 0.08426 Eh/bohr. The SMILES is [H]/N=C/C#N.O. Its total energy is -263.31042 hartree. As for the spin multiplicity: 1.

Entry 6:
Entry from OMol25: a 2-piece molecular cluster, C2H4N2O overall (the ωB97M-V functional and the def2-TZVPD basis).

Geometry (Å):
O  3.370  0.202  0.127
N  -0.908  0.587  -0.224
N  0.277  0.927  0.121
C  3.302  -0.882  -0.174
C  -1.607  -0.488  0.010
H  -1.363  1.319  -0.772
H  -2.604  -0.574  -0.369
H  -1.179  -1.281  0.595
H  0.712  0.191  0.687

The calculation puts the gap between HOMO and LUMO (alpha / beta) at 8.97 / 8.97 eV. As for the net charge: 0. Its largest force on an atom is 0.02384 Eh/bohr. Its total energy is -263.26065 hartree. As for the spin multiplicity: 1.

Entry 7:
Entry from OMol25: a 2-piece molecular cluster, C2H4N2O overall (the ωB97M-V functional and the def2-TZVPD basis).

Geometry (Å):
O  1.255  -2.788  -0.792
N  -0.489  -2.256  0.647
N  0.367  -0.051  0.200
C  -0.136  0.879  -0.497
C  0.453  -2.432  -0.064
H  -1.167  0.830  -0.361
H  1.324  -0.131  0.290
H  0.183  1.267  -1.500
H  -0.703  -1.452  1.154

The calculation puts the gap between HOMO and LUMO at 10.35 eV. As for the net charge: 0. Its largest force on an atom is 0.07521 Eh/bohr. The SMILES is N=C=O.C=N. Its total energy is -263.28599 hartree. As for the spin multiplicity: 1.

Entry 8:
Entry from OMol25: an isolated molecule of C2H4N2O (the ωB97M-V functional and the def2-TZVPD basis).

Geometry (Å):
O  -0.370  -0.473  -1.836
N  -0.724  0.735  0.351
N  0.178  0.146  1.380
C  -0.072  -0.195  -0.588
C  0.851  -0.555  0.368
H  -1.706  0.511  0.622
H  -0.590  0.083  -2.656
H  1.699  -1.115  0.455
H  0.733  0.862  1.903

The calculation puts the gap between HOMO and LUMO (alpha / beta) at 4.96 / 8.88 eV. As for the net charge: 0. Its largest force on an atom is 0.13050 Eh/bohr. Its total energy is -263.09681 hartree. As for the spin multiplicity: 3. As for the expectation value of S²: 2.01.

Entry 9:
Entry from OMol25: C2H4N2O2 as an isolated structure (the ωB97M-V functional and the def2-TZVPD basis).

Geometry (Å):
O  -1.185  0.194  -0.750
O  2.261  0.587  0.466
N  -0.396  1.378  -0.387
N  0.798  -1.109  -0.435
C  1.607  -0.219  -0.052
C  -1.155  0.714  0.510
H  1.179  -2.001  -0.699
H  -2.118  1.193  0.878
H  -0.654  -0.008  1.202
H  -0.336  -0.730  -0.733

The calculation puts the gap between HOMO and LUMO at 7.67 eV. As for the net charge: 0. Its largest force on an atom is 0.07734 Eh/bohr. Its total energy is -338.40940 hartree. As for the spin multiplicity: 1.

Entry 10:
Entry from OMol25: an isolated molecule of C2H4N2O2 (the ωB97M-V functional and the def2-TZVPD basis).

Geometry (Å):
O  -3.073  -0.753  -0.876
O  -2.346  -2.020  0.985
N  -2.074  -1.261  0.088
N  -0.834  -0.930  -0.319
C  -0.320  0.328  -0.557
C  0.245  -0.583  0.445
H  1.225  -1.003  0.319
H  0.013  0.220  -1.580
H  0.245  -0.227  1.492
H  -0.690  1.203  -0.079

The calculation puts the gap between HOMO and LUMO (alpha / beta) at 9.93 / 9.93 eV. As for the net charge: 0. Its largest force on an atom is 0.13695 Eh/bohr. The SMILES is O=[N+]([O-])N1CC1. Its total energy is -338.36229 hartree. As for the spin multiplicity: 1.

Entry 11:
Entry from OMol25: C2H4N2O2 as an isolated structure (the ωB97M-V functional and the def2-TZVPD basis).

Geometry (Å):
O  0.622  -1.041  -0.620
O  1.912  0.375  0.658
N  -0.766  1.073  -0.610
N  -1.540  -1.053  0.501
C  1.729  -0.593  -0.164
C  -0.637  -0.442  -0.087
H  -2.305  -0.412  0.854
H  -1.668  1.237  -0.041
H  2.674  -0.944  -0.712
H  -0.022  1.800  0.222

The calculation puts the gap between HOMO and LUMO at 11.03 eV. As for the net charge: 0. Its largest force on an atom is 0.14065 Eh/bohr. Its total energy is -338.50400 hartree. As for the spin multiplicity: 1.

Entry 12:
Entry from OMol25: an isolated molecule of C2H4N2O2 (the ωB97M-V functional and the def2-TZVPD basis).

Geometry (Å):
O  0.472  1.268  -2.490
O  -0.853  1.470  -2.108
N  -0.541  -0.275  0.551
N  0.294  0.139  -0.277
C  -0.204  0.330  -1.832
C  0.182  -0.516  1.881
H  -0.511  -0.949  2.571
H  0.616  0.416  2.180
H  1.083  -1.216  1.696
H  -0.538  -0.667  -2.172

The calculation puts the gap between HOMO and LUMO at 9.70 eV. As for the net charge: 0. Its largest force on an atom is 0.09874 Eh/bohr. The SMILES is C/N=N/C1OO1. Its total energy is -338.38590 hartree. As for the spin multiplicity: 1.

Energy relative to the best compared isomer or geometry (same formula, charge and spin): 478.53; 38.33; 359.75; 322.21; 138.75; 269.44; 202.91; 256.42; 640.09; 763.78; 391.72; 701.80 (kJ/mol)